# 1
The following is a quantum chemistry calculation of C47H40Cl2FN4O7Rb as an isolated structure, from the Open Molecules 2025 dataset.

```
! wB97M-V def2-TZVPD RIJCOSX def2/J DEFGRID3
* xyz -2 1
C -4.017 -3.403 0.305
H 0.416 4.980 0.188
H 4.942 1.355 0.506
H 6.146 6.299 0.128
C 6.285 4.882 1.751
H -2.811 -0.237 -8.270
C -5.032 1.419 -0.459
C -3.428 -2.916 -4.043
C 3.728 4.434 0.706
C 6.727 3.614 -0.415
H 7.802 3.787 -0.312
N 4.611 3.381 0.819
H 2.821 -4.916 5.053
H 7.358 5.044 1.871
H 1.159 0.747 6.224
C 3.256 6.791 0.625
C -0.508 0.130 -5.151
O -1.126 0.477 3.681
H -1.542 -3.344 -0.521
O -0.309 -0.913 -2.120
C -1.508 1.068 -7.167
H -0.180 0.275 7.258
O 3.349 -0.114 -0.946
C 4.170 5.770 0.788
C -6.004 -2.037 0.521
H 6.301 4.390 -1.053
C -1.280 -0.108 4.781
H 2.497 -4.786 6.786
C 1.921 6.495 0.389
C 6.048 3.604 0.957
N -1.090 -2.118 -4.476
H 1.484 -0.221 7.677
H -0.631 -1.833 -3.583
H -7.055 -1.922 0.763
C 1.463 5.209 0.342
H -6.869 0.524 0.173
H -1.613 1.904 -7.850
C 0.780 -0.057 6.859
C -0.554 -2.488 4.267
C 2.366 4.159 0.506
H 0.080 -4.507 3.940
C -3.881 -1.040 -0.193
H -2.464 -1.991 3.403
H -2.035 -6.490 -3.712
C -2.047 -3.112 -4.245
C 2.875 1.746 0.407
H -5.944 -4.120 0.934
H 6.571 2.656 -0.911
C -1.546 -2.514 3.131
C 1.178 -3.607 5.547
H 0.998 1.234 -4.134
C -0.139 0.260 -2.588
C -5.816 0.381 -0.043
O -0.409 1.336 -2.048
O -2.074 0.161 5.706
C -5.378 -3.251 0.617
Rb -0.309 0.308 1.010
O 0.633 2.574 0.607
H 6.443 2.763 1.529
H -1.468 -1.679 -0.936
N -3.118 0.003 -0.591
H -1.118 -2.000 2.271
C -2.029 -1.177 -6.513
C -2.445 -5.494 -3.815
Cl 0.098 -4.762 -4.267
C 2.028 -4.829 5.801
C -1.597 -4.438 -4.095
C 0.479 0.285 -4.019
C 4.162 2.104 0.574
H 5.848 4.756 2.745
H 5.698 6.960 1.693
Cl -4.105 -1.325 -3.971
C -5.258 -0.909 0.105
H 3.576 7.826 0.677
C 2.691 0.226 0.054
H -0.119 2.086 -5.894
H -5.333 -3.754 -3.602
H -4.475 -6.076 -3.441
H -5.439 2.415 -0.578
C -1.247 -1.052 -5.361
C -3.802 -5.261 -3.673
C 1.348 -2.444 6.286
C 0.579 -1.309 6.043
N -1.922 -2.423 -0.389
H -1.786 -3.537 2.835
C -2.173 -0.124 -7.401
F 1.060 7.531 0.221
C 5.624 6.072 1.063
C -3.665 1.180 -0.721
C -0.676 1.170 -6.058
H 2.094 -2.421 7.078
O 2.004 -0.454 0.843
H -3.006 1.976 -1.058
H -3.552 -4.381 0.379
C 1.840 2.764 0.513
H 1.424 -5.738 5.748
C 0.219 -3.612 4.542
C -0.382 -1.330 5.031
H -2.543 -2.114 -6.696
H 1.214 -0.525 -4.049
C -4.288 -3.971 -3.780
C -3.248 -2.326 -0.104
*
```

* E_HOMO: -2.96 eV
* frontier orbital gap: 6.53 eV

Atomic partial charges in e from the Löwdin method, atoms 1 to 5: number 1, C, carries -0.050; number 2, H, carries 0.138; number 3, H, carries 0.142; number 4, H, carries 0.111; number 5, C, carries -0.145



# 2
The following is a quantum chemistry calculation of C47H40Cl2GeN4O2RuS as an isolated structure, from the Open Molecules 2025 dataset.

```
! wB97M-V def2-TZVPD RIJCOSX def2/J DEFGRID3
* xyz -1 2
C -1.448 -4.820 1.415
H -4.048 -2.600 -0.359
C 1.193 0.304 3.283
C 3.430 -2.972 -1.022
H -2.142 -1.448 -4.131
C 3.133 -1.999 -1.957
H 2.346 2.187 6.490
H 0.007 5.618 -4.299
N 0.865 -0.456 2.140
C 0.773 2.166 -2.739
H 3.515 -0.343 1.904
H 3.760 2.992 -2.404
C 0.782 1.883 5.049
H 0.022 -3.525 0.588
H -1.162 1.562 2.324
O 2.441 0.178 -3.660
H -1.393 -2.692 -6.111
C -0.927 -2.882 -5.152
C -1.013 1.710 3.389
C 1.380 -1.758 1.891
C 2.803 -2.945 0.215
H -1.826 1.208 3.918
C 0.165 3.734 0.218
C 1.886 -1.941 0.484
H -4.790 -4.519 0.989
C -0.306 2.306 -3.617
C -2.800 -5.108 1.539
H 0.106 2.589 5.518
C 3.602 -0.531 2.977
H -4.599 -1.790 4.470
C 2.525 0.191 3.744
C 0.679 5.014 0.314
C 0.087 -3.824 -5.046
H 1.456 -4.801 -3.709
N 0.964 0.943 -2.049
Cl -3.358 4.324 -1.519
H 3.597 -1.946 -2.932
H -0.712 -5.429 1.927
H 1.657 5.161 0.752
C 2.910 0.855 4.900
C 0.670 -4.061 -3.808
H -0.483 0.397 -4.566
Ru 0.013 0.353 -0.282
H 3.085 3.950 -1.079
H 0.326 7.087 -0.104
C -1.344 -2.178 -4.030
C 2.179 -1.045 -1.643
C 0.245 -3.352 -2.694
C -0.569 3.554 -4.167
H 4.160 -3.741 -1.243
H -1.097 2.780 3.589
C -1.480 -0.894 2.328
C -2.779 -0.659 1.842
H -2.313 -2.223 5.327
C -3.732 -1.541 3.871
C 1.846 0.092 -2.584
O 1.504 -2.628 2.718
N 1.572 -1.033 -0.454
H 3.030 -3.659 0.994
H -1.907 6.651 -1.119
C -3.882 -0.982 2.604
C 1.351 4.475 -3.076
C -0.762 -2.389 -2.782
H -2.771 -0.861 -1.709
H 0.418 -4.371 -5.920
H 4.574 -0.153 3.291
C -3.309 -3.228 0.129
C -2.451 -1.781 4.347
H -4.872 -0.785 2.209
Cl 1.182 2.451 0.824
H -0.344 -1.685 3.985
H 3.933 0.742 5.240
N -0.420 -0.556 1.516
C 1.645 3.237 -2.511
C 2.914 3.080 -1.719
H 2.902 2.191 -1.093
S -1.769 1.825 -0.428
H -2.899 -0.184 0.879
H -3.126 -5.945 2.145
H 2.009 5.313 -2.870
Ge -1.419 -1.422 -1.173
C -1.113 1.101 -4.014
C -1.308 5.842 -0.724
C -3.731 -4.309 0.891
H -1.421 3.664 -4.828
C -1.957 -2.920 -0.001
H 0.704 -3.572 -1.733
C -1.796 4.550 -0.797
C -0.065 6.080 -0.161
H 3.593 -1.612 3.129
C -1.037 -3.739 0.650
C 0.238 4.645 -3.882
C -1.084 3.434 -0.328
H -1.953 1.390 -4.647
C -1.329 -1.474 3.592
C 2.037 1.676 5.588
C 0.338 1.247 3.891
H -1.509 0.581 -3.141
*
```

* E_HOMO (spin up / spin down): -4.67 / -4.65 eV
* ⟨S²⟩: 0.760
* frontier orbital gap (spin up / spin down): 6.66 / 6.65 eV

Atomic partial charges in e from the Löwdin method, atoms 1 to 5: number 1, C, carries -0.083; number 2, H, carries 0.091; number 3, C, carries -0.159; number 4, C, carries -0.040; number 5, H, carries 0.083



Energy relative to the best compared isomer or geometry (same formula, charge and spin)? In order: 114.7 0.0 kJ/mol.
Electronic energy? In order: -98106.0222 -154425.9145 eV.